Record 1
DFT (wB97M-V/def2-TZVPD) results for a molecular structure, C27H34Cl3GeMnN4O2.

XYZ file:
```
72
Properties=species:S:1:pos:R:3:lowdin_spin:R:1
Mn 0.29114 -1.83869 1.39146 1.00
N 0.89996 -3.05204 3.02302 0.00
C 2.30609 -3.45229 2.84946 0.00
C 3.08320 -2.24396 2.35084 0.00
N 2.36474 -1.48792 1.29219 -0.01
C 2.54974 -0.03468 1.49938 0.00
C 1.67878 0.44664 2.65034 0.00
N 0.28910 -0.00383 2.42037 0.00
C 2.77904 -1.90127 -0.06232 0.00
C 2.21694 -3.27295 -0.39994 0.00
N 0.74837 -3.26841 -0.16089 0.00
H 0.78196 -2.53409 3.88918 0.00
H 0.29704 -3.86433 3.11013 0.00
H 2.32414 -4.27100 2.13518 0.00
H 2.76022 -3.82435 3.77044 0.00
H 4.08058 -2.53660 2.00841 0.00
H 3.23170 -1.57144 3.19548 0.00
H 2.24423 0.47129 0.58512 0.00
H 3.60070 0.21451 1.68529 0.00
H 1.75265 1.53394 2.72189 0.00
H 2.01431 0.03890 3.60504 0.00
H -0.12014 0.52567 1.66066 0.00
H -0.28869 0.13809 3.24193 0.00
H 3.87147 -1.91002 -0.15837 0.00
H 2.38931 -1.15970 -0.76113 0.00
H 2.67843 -4.04115 0.21531 0.00
H 2.45646 -3.52199 -1.43507 0.00
H 0.40536 -4.21392 -0.01640 0.00
H 0.29743 -2.95781 -1.01425 0.00
C -0.78372 -0.78737 -0.12669 -0.01
Ge -0.84853 0.99467 -0.99743 0.00
C -1.47601 0.80629 -2.83289 0.00
C -1.37875 1.86782 -3.73364 0.00
C -1.80006 1.72740 -5.04780 0.00
C -2.32274 0.51750 -5.48449 0.00
C -2.42117 -0.54944 -4.60420 0.00
C -1.99705 -0.40390 -3.28925 0.00
C 0.97023 1.71641 -1.04628 0.00
C 1.91452 1.20121 -1.93600 0.00
C 3.22630 1.65842 -1.92949 0.00
C 3.60988 2.65423 -1.03982 0.00
C 2.67536 3.19971 -0.16988 0.00
C 1.36618 2.73260 -0.17549 0.00
C -2.01763 2.26193 -0.05350 0.00
C -1.99094 2.50144 1.32133 0.00
C -2.85716 3.40483 1.92084 0.00
C -3.78311 4.09324 1.15083 0.00
C -3.83449 3.86654 -0.21559 0.00
C -2.96323 2.96091 -0.80637 0.00
H -0.68439 -1.42616 -1.01562 0.00
H -0.96012 2.81648 -3.41318 0.00
H -1.71867 2.56154 -5.73273 0.00
H -2.65249 0.40809 -6.50939 0.00
H -2.83179 -1.49317 -4.93995 0.00
H -2.09558 -1.24343 -2.60990 0.00
H 1.61989 0.44516 -2.65851 0.00
H 3.94566 1.25312 -2.63048 0.00
H 4.62819 3.02119 -1.04316 0.00
H 2.96273 3.99889 0.50211 0.00
H 0.64000 3.18099 0.49546 0.00
H -1.28803 1.98769 1.96718 0.00
H -2.81031 3.56982 2.98985 0.00
H -4.46120 4.79748 1.61458 0.00
H -4.55769 4.39128 -0.82641 0.00
H -3.03716 2.79071 -1.87301 0.00
Cl -5.05412 -1.07552 0.49747 0.00
C -3.98782 -2.05803 1.48173 0.00
Cl -4.38226 -3.77045 1.28537 0.00
Cl -4.13092 -1.58221 3.18479 0.00
C -2.50107 -1.87906 1.11110 0.00
O -2.26472 -0.97391 0.24072 0.00
O -1.65031 -2.55156 1.68509 0.00
```

Output
charge = +1
HOMO level (spin up / spin down) = -10.91 / -10.47 eV
lowest unoccupied orbital energy (spin up / spin down) = -2.31 / -2.31 eV
<S²> = 0.775
2S+1 = 2

Record 2
DFT (wB97M-V/def2-TZVPD) results for a single C4H9NO2 molecule in a non-equilibrium geometry.

XYZ file:
```
16
Properties=species:S:1:pos:R:3:lowdin_charge:R:1
C -0.70112 2.10513 -1.14218 -0.09
N -0.45435 0.86990 -0.44558 -0.02
C -1.28939 0.33639 0.33857 -0.21
O -1.06691 -0.78374 1.02466 -0.04
C 0.06266 -1.67683 0.67753 -0.12
C 1.51691 -1.21581 0.64658 -0.30
O 1.80149 -0.23303 -0.28596 -0.11
H 0.08240 2.82604 -0.87987 0.09
H -0.63659 1.92975 -2.22105 0.09
H -1.67977 2.53564 -0.90260 0.08
H -2.27633 0.78386 0.51385 0.15
H -0.00075 -2.47850 1.42210 0.12
H -0.15326 -2.06873 -0.32301 0.13
H 1.93496 -1.00629 1.65014 0.12
H 1.94247 -2.20219 0.36270 0.12
H 0.91757 0.27842 -0.43588 0.01
```

Output
HOMO level = -9.45 eV
lowest unoccupied orbital energy = 0.91 eV
SMILES = C/N=C/OCCO
2S+1 = 1

Record 3
DFT (wB97M-V/def2-TZVPD) results for 6 unconnected molecules or ions with the total composition C28H70BNO10 in a non-equilibrium geometry.

XYZ file:
```
110
Properties=species:S:1:pos:R:3:lowdin_charge:R:1
C 2.96164 -2.44177 3.55823 -0.11
C 3.14005 -3.02052 2.14829 -0.27
C 3.27860 -1.95960 1.05100 -0.24
C 1.96049 -1.46954 0.42739 -0.15
B 0.68474 -1.25417 1.33116 -0.30
N -0.13710 -0.15308 1.04542 0.07
C -1.13291 0.45597 1.92628 -0.20
C -2.56375 -0.08675 1.74970 -0.19
C -2.67218 -1.57914 1.44451 -0.27
C -2.49596 -2.44864 2.69102 -0.11
H 3.42072 -1.45015 3.61186 0.07
H 1.91539 -2.30755 3.83565 0.05
H 3.42071 -3.07402 4.32013 0.06
H 2.30292 -3.68963 1.92709 0.11
H 4.03575 -3.64691 2.15007 0.09
H 3.82879 -1.10368 1.45605 0.10
H 3.90955 -2.36995 0.25733 0.10
H 1.66265 -2.19908 -0.34048 0.11
H 2.13504 -0.52566 -0.10153 0.08
H 0.34654 -2.02889 2.18180 0.09
H 0.34536 0.54855 0.49243 0.08
H -1.15518 1.52085 1.68662 0.10
H -0.81363 0.38200 2.96815 0.11
H -3.06482 0.49504 0.97050 0.09
H -3.11040 0.10836 2.67858 0.11
H -1.95158 -1.85186 0.67074 0.08
H -3.66046 -1.76856 1.01648 0.10
H -3.44110 -2.55909 3.22636 0.06
H -2.16240 -3.45642 2.43224 0.08
H -1.76226 -2.03075 3.38378 0.06
C -3.27676 -3.34797 6.34378 -0.11
O -4.43391 -3.35765 5.53010 -0.21
C -4.79785 -4.64554 5.06834 -0.21
C -5.93822 -5.23835 5.86894 -0.21
O -5.57780 -5.48026 7.21603 -0.19
C -6.02698 -4.48739 8.11707 -0.11
H -3.20958 -2.36049 6.79736 0.09
H -3.33389 -4.10447 7.13046 0.08
H -2.37447 -3.52301 5.74698 0.08
H -3.93569 -5.32099 5.10003 0.13
H -5.11228 -4.55073 4.02418 0.12
H -6.22163 -6.19580 5.42207 0.13
H -6.80595 -4.57079 5.81871 0.13
H -7.11207 -4.54479 8.25873 0.09
H -5.77066 -3.48249 7.77205 0.08
H -5.53820 -4.67643 9.07119 0.09
C -0.54874 2.66550 -1.08937 -0.09
O 0.62589 1.88151 -1.22041 -0.20
C 0.51791 0.87375 -2.21607 -0.19
C 1.17737 1.25439 -3.52284 -0.20
O 0.52546 2.34047 -4.15403 -0.19
C 1.16779 3.58924 -3.96554 -0.10
H -0.30005 3.50997 -0.44823 0.09
H -0.89617 3.03187 -2.05780 0.09
H -1.35800 2.08628 -0.62927 0.08
H -0.53793 0.63953 -2.39573 0.11
H 0.99950 -0.02533 -1.82333 0.11
H 1.12114 0.39537 -4.19882 0.13
H 2.23586 1.48397 -3.35456 0.13
H 2.09191 3.64721 -4.55212 0.09
H 1.40937 3.76117 -2.91318 0.09
H 0.48889 4.36219 -4.31967 0.07
C 9.43548 -0.91971 4.32727 -0.11
O 8.22031 -0.54146 3.71169 -0.19
C 7.93079 -1.25810 2.52523 -0.20
C 6.93296 -2.37182 2.75756 -0.21
O 7.44176 -3.38173 3.61072 -0.19
C 6.98045 -3.28659 4.94407 -0.11
H 9.45784 -0.44823 5.30826 0.09
H 9.50890 -2.00389 4.44498 0.08
H 10.29747 -0.56956 3.74815 0.09
H 8.84898 -1.67360 2.09483 0.13
H 7.50753 -0.55155 1.80508 0.13
H 6.69642 -2.83966 1.79670 0.13
H 6.00363 -1.96101 3.16860 0.11
H 5.92444 -3.57020 5.01759 0.08
H 7.09916 -2.27531 5.34179 0.09
H 7.57263 -3.98015 5.53866 0.09
C -5.97882 0.02769 -4.43834 -0.11
O -4.89710 -0.60389 -5.09376 -0.19
C -3.77144 0.23474 -5.27988 -0.20
C -2.69546 -0.01099 -4.24511 -0.20
O -3.10627 0.33099 -2.93142 -0.20
C -3.49116 -0.77716 -2.13983 -0.10
H -6.69834 -0.74927 -4.18592 0.09
H -5.65786 0.53417 -3.52429 0.08
H -6.46513 0.75926 -5.09349 0.09
H -4.07036 1.28882 -5.25302 0.13
H -3.35834 0.02506 -6.27062 0.13
H -1.82836 0.61282 -4.48719 0.12
H -2.38486 -1.06152 -4.28479 0.13
H -2.62041 -1.37593 -1.84782 0.09
H -4.20162 -1.42076 -2.66502 0.09
H -3.95933 -0.38152 -1.23953 0.08
C 1.12191 8.61993 -7.77032 -0.11
O 0.15463 7.80553 -8.40327 -0.19
C 0.42457 6.41903 -8.31468 -0.21
C -0.39203 5.74529 -7.23241 -0.20
O -0.05460 6.21483 -5.93939 -0.21
C -0.95916 7.16763 -5.41491 -0.11
H 0.71874 9.63060 -7.73960 0.09
H 1.33102 8.28256 -6.75190 0.08
H 2.05989 8.63154 -8.33660 0.09
H 1.49092 6.24745 -8.12900 0.13
H 0.17214 5.96659 -9.27814 0.13
H -0.19473 4.66920 -7.25744 0.13
H -1.45920 5.89875 -7.42735 0.13
H -1.90743 6.69723 -5.13191 0.09
H -1.16266 7.96713 -6.13156 0.08
H -0.49744 7.59142 -4.52460 0.09
```

Output
HOMO level = -9.20 eV
lowest unoccupied orbital energy = 0.71 eV
SMILES = CCCCBNCCCC.COCCOC.COCCOC.COCCOC.COCCOC.COCCOC
2S+1 = 1

ΔE to the lowest compared entry with this formula, charge and spin (computed, kJ/mol): 12.7; 217.2; 0.0